{"formula": "C2H27AgO12", "method": "ωB97M-V with the def2-TZVPD basis set", "max_force_ev_per_a": 3.95, "gap_ev": [10.21, 7.68], "homo_ev": [-12.523, -12.235], "s_squared": 0.76, "total_charge": 1, "multiplicity": 2, "total_energy_ev": -31074.063, "elements": ["Ag", "C", "C", "O", "H", "H", "H", "H", "H", "O", "H", "H", "O", "H", "H", "O", "H", "H", "O", "H", "H", "O", "H", "H", "O", "H", "H", "O", "H", "H", "O", "H", "H", "O", "H", "H", "O", "H", "H", "O", "H", "H"], "xyz": [[10.294, 8.272, 7.392], [9.389, 4.785, 7.827], [10.338, 5.126, 6.592], [10.217, 6.323, 6.180], [9.431, 3.710, 7.975], [8.363, 4.953, 7.571], [9.728, 5.415, 8.616], [9.953, 4.354, 5.873], [11.410, 4.803, 6.717], [7.231, 7.917, 3.635], [6.547, 7.272, 3.222], [7.632, 8.234, 2.858], [8.849, 9.996, 5.802], [8.184, 9.390, 5.404], [8.321, 10.736, 6.082], [5.815, 10.881, 6.931], [5.925, 11.549, 7.554], [4.848, 10.829, 6.721], [7.304, 8.035, 7.055], [7.022, 7.168, 6.844], [6.484, 8.450, 7.314], [7.272, 5.083, 4.664], [7.814, 5.698, 4.180], [7.173, 4.317, 4.085], [11.525, 11.243, 5.788], [10.638, 10.944, 5.432], [11.846, 12.062, 5.393], [10.576, 11.927, 8.593], [11.303, 11.952, 7.906], [11.050, 11.831, 9.451], [8.553, 6.564, 10.244], [7.701, 6.505, 10.684], [9.263, 6.266, 10.909], [9.811, 9.054, 9.453], [9.172, 8.460, 9.862], [9.311, 9.790, 9.152], [10.971, 5.715, 11.542], [10.940, 6.197, 12.359], [11.439, 4.926, 11.846], [12.114, 8.783, 6.213], [12.800, 8.649, 6.873], [12.079, 9.771, 6.033]], "forces_ev_per_angstrom": [[-0.6, -0.1, -0.1], [0.9, -0.4, -1.5], [0.6, -3.7, 1.3], [-0.6, 2.6, -1.2], [0.5, 0.0, 0.6], [-0.5, 0.6, -0.2], [-0.1, 0.0, 0.9], [-0.2, 0.6, -0.3], [-0.6, 0.1, 0.3], [-2.5, -2.5, 0.1], [1.5, 1.6, 1.4], [1.1, 1.0, -1.6], [0.2, -0.6, -0.7], [0.5, 0.2, 0.4], [-0.5, 0.5, 0.4], [-1.4, -2.2, -2.1], [0.1, 1.9, 1.7], [1.4, 0.2, 0.3], [0.5, 0.9, 0.4], [-0.1, -1.7, -0.5], [-0.3, 0.7, 0.2], [-0.4, -0.6, 0.2], [0.4, 0.6, -0.2], [0.0, 0.1, 0.2], [-1.0, -0.2, -0.1], [1.0, 0.8, 0.3], [-0.4, -0.2, -0.3], [1.6, -0.2, -0.2], [-1.3, -0.2, 1.0], [-0.5, 0.2, -0.9], [1.4, 0.0, 1.2], [0.0, -0.1, 0.2], [-1.4, 0.3, -1.3], [0.7, -0.8, 0.3], [-0.2, -0.7, 0.2], [-0.6, 1.5, -0.3], [0.2, -0.5, 0.0], [-0.1, 0.8, 0.6], [-0.1, -0.2, -0.5], [0.3, 0.6, -0.2], [0.3, 0.0, -0.1], [0.3, -0.9, 0.1]]}